112
Properties=species:S:1:pos:R:3:forces:R:3 method="wB97M-V/def2-TZVPD" homo_lumo_gap_ha="0.2162 / 0.2689" spin_multiplicity=5 total_charge=+1 relative_energy_kj_mol=0.0
Ru 0.0203 0.1583 -0.2402 0.541 0.215 -0.134
C 0.4754 -0.6783 3.9401 -0.022 0.000 0.069
P 0.2861 0.4925 2.5426 -0.017 -0.008 -0.132
C -0.8926 1.6924 3.2325 0.029 0.050 0.034
C 1.9025 1.3377 2.5465 0.049 -0.037 0.010
C 2.2666 2.2400 3.5413 0.007 0.008 -0.009
C 3.5364 2.7962 3.5616 -0.012 -0.003 0.002
C 4.4616 2.4392 2.5925 0.003 0.003 -0.003
C 4.1098 1.5442 1.5943 0.021 0.010 0.010
C 2.8308 0.9975 1.5536 -0.007 0.013 0.006
P 2.3356 -0.1970 0.2689 -0.072 -0.065 -0.001
C 3.4790 -0.0228 -1.1276 0.038 -0.015 -0.002
C 2.8878 -1.7741 0.9952 0.034 -0.021 0.020
H 0.7673 -0.1502 4.8495 -0.006 0.001 0.002
H 1.2331 -1.4295 3.7203 -0.003 0.000 -0.008
H -0.4740 -1.1869 4.1195 0.004 0.003 -0.016
H -0.6027 2.0418 4.2242 0.004 -0.023 0.009
H -1.8722 1.2159 3.3152 0.008 -0.009 -0.022
H -0.9512 2.5307 2.5415 -0.022 0.005 0.011
H 1.5569 2.5178 4.3108 0.000 -0.007 -0.004
H 3.8037 3.5031 4.3361 0.000 -0.004 -0.005
H 5.4561 2.8662 2.6061 -0.009 -0.005 -0.001
H 4.8401 1.2949 0.8354 -0.014 -0.006 0.003
H 4.5160 -0.0336 -0.7916 -0.001 -0.008 -0.001
H 3.2542 0.8897 -1.6735 -0.002 0.009 0.015
H 3.3295 -0.8860 -1.7781 -0.027 0.023 -0.010
H 3.9390 -1.6956 1.2767 -0.004 -0.002 -0.007
H 2.7541 -2.5825 0.2779 0.007 0.002 -0.001
H 2.3074 -2.0131 1.8851 -0.015 0.002 -0.002
C -1.5821 0.3309 -7.4118 0.012 -0.006 -0.023
C -0.6268 0.4485 -6.2732 -0.023 0.004 -0.016
C 0.7279 0.3455 -6.3641 0.018 0.011 -0.001
C 1.4808 0.4603 -5.1748 0.039 0.000 -0.073
N 0.9324 0.6828 -3.9966 -0.067 -0.046 0.039
C -0.4039 0.8047 -3.9021 0.166 0.141 -0.017
S -1.2184 1.1714 -2.4766 -0.172 -0.249 0.025
N -1.1520 0.6632 -5.0447 -0.014 0.040 0.076
C 2.9665 0.3032 -5.2088 -0.007 -0.025 0.011
H -1.0454 0.2903 -8.3556 -0.008 -0.006 0.004
H -2.2648 1.1813 -7.4325 0.005 0.002 -0.001
H -2.1764 -0.5791 -7.3108 -0.004 0.006 0.000
H 1.2062 0.1794 -7.3176 -0.008 0.001 0.011
H -2.1524 0.7578 -4.9274 -0.005 0.000 -0.025
H 3.3856 0.6441 -6.1540 -0.005 0.005 0.006
H 3.2091 -0.7577 -5.1006 0.012 0.008 -0.001
H 3.4160 0.8424 -4.3788 -0.001 0.003 -0.004
C 0.8061 8.6635 -0.6968 0.003 0.011 -0.004
C 0.7769 7.1623 -0.6113 -0.014 0.017 -0.001
C -0.4216 6.4616 -0.6482 -0.004 0.006 0.019
C -0.4720 5.0774 -0.5549 0.042 0.019 -0.005
C -1.8247 4.4183 -0.6302 -0.012 0.003 -0.031
C 0.7318 4.3572 -0.4418 0.009 -0.036 -0.007
C 1.9541 5.0455 -0.4213 -0.011 -0.001 -0.006
C 3.3021 4.3808 -0.2966 -0.002 0.017 0.016
C 1.9491 6.4348 -0.4940 0.004 -0.022 0.006
C 0.6926 2.8572 -0.3752 -0.111 -0.004 0.061
O 1.4939 2.1544 -1.0270 -0.045 -0.043 -0.023
O -0.2061 2.3009 0.3483 -0.015 0.086 -0.036
H -0.1928 9.0717 -0.8449 0.007 -0.008 0.000
H 1.4349 8.9957 -1.5246 -0.006 -0.007 0.010
H 1.2154 9.0984 0.2169 -0.002 -0.011 -0.005
H -1.3506 7.0118 -0.7526 0.006 -0.008 0.000
H -2.5959 5.1752 -0.7751 0.002 -0.010 -0.005
H -2.0454 3.8571 0.2737 -0.013 -0.003 0.037
H -1.8741 3.7178 -1.4663 0.006 -0.014 0.011
H 3.2340 3.3045 -0.2098 -0.006 -0.004 0.011
H 3.8273 4.7743 0.5765 0.001 -0.005 -0.010
H 3.9125 4.6103 -1.1728 -0.013 -0.011 -0.003
H 2.8998 6.9588 -0.4625 -0.012 -0.008 0.000
C -5.4704 0.7328 2.7195 -0.015 -0.016 0.020
Si -5.0006 2.0157 1.4323 0.031 -0.008 -0.002
C -4.0980 3.4416 2.2384 -0.023 0.015 0.013
C -6.5411 2.6652 0.5937 -0.010 0.023 0.019
C -3.9688 1.2393 0.0380 -0.100 -0.020 -0.081
Te -2.6785 -0.4085 0.4622 -0.180 -0.003 0.158
C -3.2749 -1.5571 -1.2267 0.041 0.050 -0.071
Si -4.7778 -2.6549 -0.9501 -0.057 -0.017 -0.010
C -4.3752 -3.9337 0.3535 0.016 -0.006 0.017
C -5.1648 -3.4829 -2.5833 -0.019 -0.020 0.003
C -6.2242 -1.6037 -0.3963 -0.023 0.003 0.016
H -5.5975 1.2089 3.6947 -0.024 -0.002 -0.023
H -4.7255 -0.0577 2.8335 0.018 0.026 0.010
H -6.4193 0.2543 2.4661 0.023 -0.005 0.000
H -4.6178 3.7221 3.1585 0.013 0.014 -0.025
H -4.0928 4.3156 1.5841 0.024 -0.009 -0.008
H -3.0641 3.2151 2.4984 -0.016 -0.019 0.004
H -7.1819 3.1941 1.3038 0.012 -0.014 -0.012
H -7.1266 1.8507 0.1600 0.011 0.012 0.002
H -6.2873 3.3646 -0.2069 -0.008 -0.012 0.012
H -3.3923 1.9815 -0.5156 0.019 0.019 0.043
H -4.6828 0.7985 -0.6633 0.028 0.022 -0.029
H -2.3824 -2.1324 -1.4901 -0.021 -0.025 0.010
H -3.4240 -0.8234 -2.0224 0.011 -0.014 -0.005
H -3.6570 -4.6699 -0.0170 -0.005 0.018 0.004
H -5.2769 -4.4727 0.6540 0.026 -0.008 -0.023
H -3.9576 -3.4728 1.2522 -0.024 0.010 0.005
H -4.3043 -4.0491 -2.9483 -0.018 0.009 0.004
H -5.4327 -2.7463 -3.3450 0.010 -0.014 0.014
H -6.0019 -4.1790 -2.4886 0.018 0.023 0.006
H -5.9851 -1.0293 0.5024 0.008 -0.021 -0.009
H -7.0826 -2.2362 -0.1560 0.012 0.013 -0.025
H -6.5387 -0.9037 -1.1752 0.016 -0.011 0.018
C -0.3969 -3.0536 1.1430 -0.014 -0.009 -0.022
O 0.3119 -2.9463 -0.0831 0.035 0.035 -0.017
C 0.1023 -1.8417 -0.8369 -0.103 -0.060 0.098
C 0.7177 -2.0746 -2.1867 0.045 -0.004 -0.016
H 0.0919 -3.8297 1.7278 -0.009 -0.019 -0.010
H -1.4348 -3.3408 0.9562 -0.002 0.013 0.004
H -0.3733 -2.1093 1.6888 0.016 0.021 0.021
H 1.5409 -2.7960 -2.1228 -0.006 0.004 0.010
H 1.0853 -1.1515 -2.6321 -0.031 0.024 -0.016
H -0.0321 -2.4954 -2.8675 0.007 -0.002 0.014